No. 1
Density functional theory data (ωB97M-V with the def2-TZVPD basis set) for C8H5N5 in the gas phase.

CARTESIAN COORDINATES (ANGSTROEM)
C  2.649113  0.218851  -0.016436
C  1.585649  -0.811634  0.013498
N  1.744205  -2.113249  0.074005
N  0.558131  -2.725961  0.087310
C  -0.360495  -1.790244  0.031876
C  -1.766079  -1.593103  0.005997
C  -1.990613  -0.238638  -0.050797
C  -3.217738  0.435265  -0.081023
N  -4.211455  1.009401  -0.075373
C  -0.713401  0.442021  -0.072653
C  -0.425063  1.855942  0.057365
N  -0.240590  3.001177  0.340184
N  0.251635  -0.543987  -0.020688
H  3.324698  0.032457  -0.850100
H  2.208109  1.207508  -0.122763
H  3.227295  0.181664  0.905606
H  -2.506282  -2.367094  0.041981
H  -0.117112  3.799627  -0.267981

Cartesian forces, eV/Å:
C 0.052 -0.115 0.002
C -0.171 0.180 -0.056
N 1.019 0.309 0.010
N -1.105 -0.524 0.010
C 0.948 0.399 -0.075
C -0.571 0.690 0.007
C 0.644 -0.970 -0.089
C -0.644 0.232 0.098
N -0.204 0.149 -0.062
C 1.097 5.436 0.638
C -1.291 -4.665 -0.488
N -0.026 -0.126 0.279
N 0.235 -1.062 0.000
H 0.020 0.060 0.009
H 0.120 0.078 -0.007
H 0.035 0.089 0.002
H -0.186 -0.079 -0.016
H 0.028 -0.082 -0.261

Summary:
SMILES: Cc1nnc2cc(C#N)c(=C=N)n12
Highest occupied orbital energy (alpha / beta) (eV): -8.42 / -8.42
Frontier orbital gap (alpha / beta) (eV): 7.48 / 7.48
Spin multiplicity: 1
Lowest unoccupied orbital energy (alpha / beta) (eV): -0.94 / -0.94
Energy relative to the best compared isomer or geometry (same formula, charge and spin) (kcal per mole): 0.0
Electronic energy (hartree): -581.53720

***

No. 2
Density functional theory data (ωB97M-V with the def2-TZVPD basis set) for a molecular structure, C36H39N5O8V.

CARTESIAN COORDINATES (ANGSTROEM)
V  0.002054  0.722572  -0.135304
C  -1.492916  2.208122  -0.838707
C  -0.425113  2.185868  -1.789296
C  0.754239  2.671172  -1.108258
C  0.357993  2.910889  0.243573
C  -1.023797  2.677266  0.413814
C  -1.827518  3.113354  1.624014
C  -1.901253  4.648118  1.588018
C  -1.146276  2.684358  2.925264
C  -3.254239  2.568698  1.598171
C  2.131876  3.115717  -1.630137
C  3.025069  1.935782  -2.120584
C  2.891978  3.854051  -0.517434
C  1.956124  4.160641  -2.750083
C  -0.720646  1.783468  -3.241562
C  0.439106  1.086764  -3.958844
C  -1.151120  3.029871  -4.030928
C  -1.899978  0.797362  -3.276672
H  -2.524100  1.998081  -1.073531
H  0.996468  3.325675  1.008574
H  -0.900531  5.086988  1.601432
H  -2.455847  5.025326  2.454181
H  -2.407118  4.987571  0.679591
H  -0.146532  3.117010  3.016423
H  -1.053403  1.597010  2.982947
H  -1.734194  3.018133  3.785390
H  -3.753876  2.796455  0.652652
H  -3.836606  3.031386  2.399859
H  -3.278444  1.489015  1.752915
H  2.493219  0.985689  -2.116864
H  3.912335  1.826929  -1.488843
H  3.391834  2.105143  -3.136062
H  3.082398  3.221253  0.353604
H  2.349613  4.743297  -0.182980
H  3.860413  4.175270  -0.908215
H  1.652519  3.713762  -3.691597
H  2.904122  4.679351  -2.924075
H  1.206603  4.904418  -2.467745
H  1.314775  1.717541  -4.064894
H  0.116042  0.805046  -4.965370
H  0.735122  0.179131  -3.430451
H  -0.356304  3.774292  -4.101447
H  -2.013042  3.503641  -3.551658
H  -1.439962  2.743737  -5.047510
H  -1.714587  -0.084188  -2.659185
H  -2.055876  0.464910  -4.307194
H  -2.831530  1.263985  -2.946692
O  2.782813  -2.052696  5.697774
N  1.659429  -2.448312  5.468139
O  1.068425  -3.261727  6.143284
C  0.961268  -1.880621  4.278504
C  -0.343207  -2.157486  4.188974
C  -1.136538  -1.670918  3.101369
C  -2.489792  -1.978098  2.931955
C  -3.135992  -1.507672  1.813281
C  -2.439374  -0.738093  0.887357
N  -1.161557  -0.388048  1.043114
C  -0.520102  -0.871137  2.146755
C  0.868797  -0.541302  2.265361
N  1.346574  0.248714  1.262416
C  2.654982  0.496799  1.249670
C  3.515935  0.001969  2.221635
C  3.032938  -0.772071  3.251136
C  1.661517  -1.068439  3.297411
H  -0.796143  -2.770348  4.956624
H  -3.002683  -2.591179  3.664042
H  -4.176099  -1.741448  1.627582
H  -2.913053  -0.401434  -0.023779
H  3.017829  1.088229  0.422438
H  4.574229  0.219470  2.154279
H  3.703002  -1.153423  4.002562
O  -1.038807  -2.211693  -1.327818
C  0.141116  -1.902725  -1.424405
O  0.673384  -0.754486  -1.157194
C  1.135120  -2.927849  -1.910547
C  0.705047  -3.989421  -2.689595
C  1.631936  -4.917996  -3.115229
C  2.965327  -4.853275  -2.775411
C  3.353864  -3.791680  -1.988605
C  2.472332  -2.820946  -1.561534
N  4.780388  -3.694106  -1.588131
O  5.529162  -4.566406  -1.972122
O  5.093977  -2.788895  -0.843256
N  1.180513  -6.043289  -3.973959
O  2.001009  -6.887474  -4.267522
O  0.011651  -6.065865  -4.294139
H  -0.339142  -4.085474  -2.952408
H  3.668626  -5.600046  -3.107678
H  2.820003  -1.990001  -0.966193

Cartesian forces, eV/Å:
V -0.407 1.883 -0.183
C -0.147 0.532 -0.144
C -0.150 0.168 -0.129
C -0.102 0.109 -0.111
C -0.214 0.506 -0.283
C 0.092 0.195 -0.306
C 0.044 -0.005 -0.005
C -0.035 0.081 0.019
C 0.011 -0.005 0.080
C -0.067 -0.007 -0.012
C 0.012 -0.174 -0.053
C 0.000 0.116 0.019
C 0.056 0.011 0.060
C 0.011 -0.025 0.057
C 0.002 0.005 0.050
C -0.030 -0.026 -0.006
C -0.012 0.075 -0.050
C -0.097 -0.005 -0.060
H 0.038 -0.124 0.049
H 0.027 -0.150 0.016
H -0.055 -0.022 0.001
H 0.039 -0.023 -0.071
H 0.043 -0.020 0.058
H -0.042 -0.032 -0.011
H -0.014 0.032 0.003
H 0.045 -0.003 -0.027
H 0.029 -0.003 0.071
H 0.017 -0.039 -0.032
H 0.001 0.026 -0.025
H -0.015 -0.004 0.011
H -0.057 0.007 -0.014
H -0.020 0.010 0.046
H -0.016 0.060 -0.042
H 0.047 -0.071 -0.030
H -0.029 -0.013 0.032
H -0.039 -0.051 -0.038
H -0.049 -0.062 -0.007
H 0.050 -0.021 0.006
H 0.067 0.088 -0.001
H 0.016 0.023 0.047
H -0.008 0.037 -0.004
H -0.085 -0.079 0.015
H 0.058 -0.031 -0.032
H 0.015 0.030 0.055
H 0.023 -0.001 0.000
H 0.002 0.014 0.067
H 0.052 -0.043 -0.049
O 0.062 0.010 0.119
N -0.034 0.110 -0.234
O -0.062 0.017 -0.067
C 0.615 0.074 0.109
C -0.591 -0.147 0.031
C 0.081 -0.091 0.140
C -0.170 -0.074 0.036
C -0.126 -0.083 0.060
C 0.265 0.079 -0.099
N -0.646 -1.058 1.068
C -0.040 0.164 -0.284
C 0.005 -0.028 -0.235
N 1.143 -0.812 1.294
C -0.270 -0.050 0.037
C 0.099 0.030 -0.017
C 0.110 -0.009 0.025
C -0.045 0.036 0.165
H -0.030 0.004 -0.037
H 0.019 0.024 -0.043
H 0.057 0.011 0.003
H 0.005 0.033 -0.022
H 0.013 0.013 -0.027
H -0.062 -0.002 -0.009
H -0.033 0.020 -0.039
O -0.017 0.090 0.002
C 0.134 0.396 -0.070
O 0.314 -1.667 -0.930
C 0.032 0.047 0.059
C -0.170 -0.051 -0.006
C -0.086 -0.158 -0.230
C 0.157 -0.152 -0.072
C 0.268 0.109 -0.027
C 0.066 0.121 0.004
N -0.221 -0.360 0.360
O 0.018 0.092 -0.174
O -0.017 0.180 -0.119
N -0.042 -0.095 0.320
O 0.038 0.103 -0.063
O 0.034 0.083 -0.064
H 0.025 0.015 0.010
H 0.013 -0.005 -0.012
H -0.018 0.013 0.005

Summary:
Highest occupied orbital energy (alpha / beta) (eV): -6.93 / -8.40
Frontier orbital gap (alpha / beta) (eV): 5.40 / 6.96
Spin multiplicity: 4
Lowest unoccupied orbital energy (alpha / beta) (eV): -1.54 / -1.43
Energy relative to the best compared isomer or geometry (same formula, charge and spin) (kcal per mole): 0.0
Electronic energy (hartree): -3214.77045

***

No. 3
Density functional theory data (ωB97M-V with the def2-TZVPD basis set) for a molecular structure, C4H6N2O.

CARTESIAN COORDINATES (ANGSTROEM)
C  -1.648585  -0.259707  -0.163810
C  0.571467  1.071165  -0.073277
C  1.674859  0.128959  -0.046985
C  0.791002  -0.912706  -0.067906
H  -3.271141  -0.953247  0.401125
H  -2.119382  0.794850  -0.597511
H  0.592972  1.368398  1.171262
H  0.749234  2.207185  -0.806474
H  2.152356  0.227094  0.959403
H  2.241238  -0.142596  -1.049464
N  -2.401847  -1.335494  0.268826
N  -0.360549  -0.134573  -0.373626
O  1.028377  -2.059327  0.378438

Cartesian forces, eV/Å:
C -6.964 -0.917 0.290
C -0.981 4.965 1.045
C 5.479 1.559 -1.519
C -1.998 -7.678 3.583
H -2.997 0.944 0.007
H 0.514 -2.566 1.655
H -1.261 -0.213 -3.712
H -1.318 -3.874 2.143
H 0.878 -0.621 -1.595
H -0.085 1.518 2.055
N 6.506 3.435 -1.788
N 4.115 0.572 -0.049
O -1.887 2.877 -2.114

Summary:
Highest occupied orbital energy (eV): -9.66
Frontier orbital gap (eV): 10.05
Spin multiplicity: 1
Lowest unoccupied orbital energy (eV): 0.38
Energy relative to the best compared isomer or geometry (same formula, charge and spin) (kcal per mole): 127.5
Electronic energy (hartree): -340.59166

***

Question: Among the records above, which one has the lowest electronic energy?
Answer: C36H39N5O8V

***

Question: spin multiplicity of number 3 (C4H6N2O)?
Answer: 1